9
Properties=species:S:1:pos:R:3 method="wB97M-V/def2-TZVPD" total_charge=-1 gap_ev=7.3 e_homo_ev=-4.1 largest_force_ha_per_bohr=0.082 de_lowest_kj_mol=111.0
C 0.4474 1.2526 2.2032
C 0.0407 -0.8414 -0.5897
C -0.4175 0.0883 -2.8411
N 0.8851 1.2224 1.0985
N -0.3989 -0.6088 -1.8600
O 0.0734 1.2452 3.3757
O -0.3684 0.7963 -3.7405
O -0.0619 -1.8767 -0.0306
H 0.6403 0.0955 -0.2950